Record 1
{
  "formula": "C40H49B2F3N5O12",
  "method": "the ωB97M-V functional and the def2-TZVPD basis",
  "species": ["C", "C", "C", "C", "C", "C", "O", "C", "C", "F", "F", "F", "C", "N", "C", "O", "C", "C", "C", "C", "C", "O", "C", "C", "O", "C", "C", "O", "C", "C", "N", "B", "O", "O", "C", "N", "C", "C", "C", "C", "B", "O", "C", "C", "H", "H", "H", "H", "H", "H", "H", "H", "H", "H", "H", "H", "H", "H", "H", "H", "H", "H", "H", "H", "H", "H", "H", "H", "H", "H", "H", "H", "H", "H", "H", "H", "H", "H", "H", "H", "H", "H", "H", "C", "C", "C", "C", "C", "C", "N", "O", "O", "H", "H", "H", "H", "H", "C", "C", "C", "C", "C", "C", "N", "O", "O", "H", "H", "H", "H", "H"],
  "xyz": [[5.6790, 1.3971, 2.9727], [4.8262, 1.1648, 2.1404], [3.4879, 0.8698, 1.5693], [3.3680, -0.3620, 0.8386], [4.5196, -1.3360, 0.6094], [4.2685, -2.7267, 1.2911], [4.5882, -3.7430, 0.3467], [3.8698, -4.9452, 0.5584], [3.2182, -5.3595, -0.8029], [3.5855, -6.6149, -1.1608], [3.6097, -4.5649, -1.8236], [1.8638, -5.3346, -0.7602], [2.0848, -0.6753, 0.3255], [2.0142, -1.9189, -0.4139], [2.2964, -1.7755, -1.6094], [2.5837, -1.7750, -2.7404], [0.9500, 0.1899, 0.5258], [-0.3977, -0.1372, 0.0346], [-0.7188, -1.4638, -0.6855], [-1.4071, 0.8113, 0.2522], [-2.7973, 0.4484, -0.3204], [-3.4155, -0.4966, 0.5475], [-4.1052, 0.1377, 1.6260], [-4.9163, -0.9894, 2.3664], [-4.1341, -2.1687, 2.2925], [-4.8250, -3.2780, 1.7305], [-3.7974, -4.1431, 0.9150], [-4.3788, -4.6888, -0.2669], [-4.4328, -3.7227, -1.3136], [-3.5382, -4.1016, -2.5290], [-1.1687, 1.9918, 0.9431], [-2.3192, 2.9690, 1.2019], [-2.7518, 3.7054, 0.1191], [-2.8468, 3.0950, 2.4515], [0.0405, 2.3313, 1.4113], [0.0572, 3.5914, 2.0321], [0.5497, 4.7147, 1.2000], [-0.5238, 5.8775, 1.1160], [1.1365, 1.4410, 1.2435], [2.4282, 1.7565, 1.7759], [2.8601, 3.0303, 2.6399], [3.4840, 4.0921, 1.9630], [2.6695, 3.1909, 4.2153], [2.6614, 1.8467, 5.0214], [6.6445, 1.6764, 3.3860], [4.5303, -1.5495, -0.4803], [5.5014, -0.9419, 0.9125], [4.9661, -2.8510, 2.1522], [3.2439, -2.7939, 1.7042], [4.6068, -5.7414, 0.8007], [3.1214, -4.8932, 1.3691], [-0.3744, -1.4704, -1.7346], [-0.2283, -2.2480, -0.0774], [-1.7896, -1.7156, -0.6741], [-3.4496, 1.3114, -0.5600], [-2.6880, -0.0984, -1.2768], [-4.7749, 0.9645, 1.3187], [-3.3246, 0.4951, 2.3398], [-5.0903, -0.7299, 3.4335], [-5.9001, -1.0677, 1.8652], [-5.1929, -3.9431, 2.5424], [-5.6250, -3.0058, 1.0169], [-3.4484, -5.0191, 1.4998], [-2.8907, -3.5643, 0.6390], [-4.1670, -2.7123, -0.9375], [-5.4707, -3.6746, -1.7138], [-3.9652, -4.9426, -3.1053], [-2.4859, -4.2878, -2.2409], [-3.5096, -3.2439, -3.2392], [-2.5765, 3.2069, -0.6929], [-3.3991, 3.8949, 2.4214], [0.3686, 3.5841, 2.9946], [0.7580, 4.4027, 0.1618], [1.4440, 5.1742, 1.6618], [-1.3087, 5.7798, 1.8839], [-0.9644, 5.8313, 0.1007], [-0.0066, 6.8464, 1.1970], [4.4061, 4.1555, 2.2515], [3.5381, 3.7940, 4.5701], [1.7777, 3.8219, 4.4407], [1.7194, 1.3111, 4.8107], [2.7607, 2.0475, 6.1074], [3.5639, 1.2754, 4.7332], [-2.3651, -10.1787, -5.6530], [-1.3944, -9.2089, -5.4379], [-1.7305, -7.8654, -5.4982], [-3.0413, -7.5077, -5.7701], [-4.0167, -8.4659, -5.9935], [-3.6735, -9.8077, -5.9345], [-3.4060, -6.0868, -5.8104], [-2.5236, -5.2692, -5.6283], [-4.5701, -5.8065, -6.0187], [-2.1011, -11.2279, -5.5999], [-0.3753, -9.5011, -5.2202], [-0.9699, -7.1157, -5.3299], [-5.0378, -8.1841, -6.2102], [-4.4270, -10.5657, -6.1044], [4.6540, 9.7279, -0.4343], [3.7812, 8.9207, -1.1525], [2.4416, 8.8618, -0.8003], [1.9894, 9.6186, 0.2690], [2.8520, 10.4219, 0.9974], [4.1909, 10.4741, 0.6417], [0.5671, 9.5780, 0.6295], [-0.1619, 8.8469, -0.0183], [0.1968, 10.2763, 1.5501], [5.6990, 9.7766, -0.7150], [4.1453, 8.3395, -1.9899], [1.7675, 8.2318, -1.3640], [2.4975, 11.0080, 1.8341], [4.8740, 11.1000, 1.2009]],
  "forces_ev_per_a": [[0.79, 0.27, -1.16], [-1.48, 0.07, 1.01], [0.87, -0.41, -0.22], [-1.32, 0.28, 0.09], [-0.55, -0.33, -0.22], [0.88, 0.53, 0.52], [-1.09, 0.14, 0.68], [0.80, -0.59, -0.71], [0.16, -0.25, -0.25], [-0.30, 0.46, 0.42], [-0.35, -0.17, 0.60], [0.51, 0.07, 0.03], [0.99, 0.49, 0.76], [0.03, 1.39, -0.84], [0.39, -1.07, -0.85], [-0.52, 0.21, 1.42], [-0.63, -0.28, -0.17], [-0.04, 1.04, 0.17], [0.00, 0.08, 0.96], [0.71, -1.39, -1.04], [0.03, -0.34, 0.17], [-0.77, 1.19, -0.68], [0.47, -0.95, 1.55], [0.41, 0.74, -0.35], [-1.10, 0.15, -0.10], [1.15, -1.36, -0.34], [0.16, -0.47, 0.08], [0.18, 0.61, 0.12], [-0.20, -0.06, -1.19], [-0.04, 0.64, 0.04], [-0.09, -0.88, -0.17], [-0.02, 0.94, 0.09], [0.03, -1.06, 0.56], [0.34, 0.37, -1.13], [-0.38, -0.41, 0.21], [0.36, -0.58, -0.69], [-0.78, 1.93, 0.43], [0.67, -0.62, -0.74], [0.62, -0.85, -0.14], [0.29, -0.12, -0.11], [0.00, 1.15, 0.16], [0.10, -1.34, 0.01], [0.64, -0.52, 0.31], [0.07, 0.87, -0.08], [-0.75, -0.28, 0.09], [0.34, 0.13, 0.61], [-0.55, 0.07, -0.17], [-0.46, 0.26, -0.37], [0.33, -0.13, -0.50], [-0.55, 0.33, -0.07], [0.20, 0.09, -0.54], [0.04, -0.08, 0.55], [-0.23, 0.24, -0.77], [0.48, 0.31, 0.08], [0.22, -0.25, 0.45], [0.25, 0.59, 0.48], [0.38, -0.34, -0.06], [-0.58, 0.15, -0.40], [0.09, 0.09, -0.65], [0.44, -0.35, 0.22], [-0.27, 0.62, -0.45], [0.24, 0.13, 0.56], [-0.28, 0.54, -0.21], [-0.50, 0.04, 0.32], [-0.11, -0.47, -0.09], [0.47, 0.05, 0.48], [0.37, 0.23, 0.52], [-0.56, -0.18, -0.05], [-0.12, -0.45, 0.42], [0.09, 0.64, -0.06], [-0.16, -0.32, 0.37], [0.08, 0.02, -0.16], [0.22, -0.22, 0.68], [-0.25, -0.68, -0.44], [0.42, 0.09, -0.30], [-0.13, 0.25, 0.72], [-0.42, -0.41, 0.08], [-0.25, 0.50, 0.09], [-0.57, -0.17, -0.24], [0.47, -0.36, -0.07], [0.59, -0.13, 0.23], [-0.31, -0.17, -0.59], [-0.71, -0.04, 0.07], [0.00, -0.02, 0.00], [-0.15, -0.05, -0.03], [0.25, 0.08, 0.07], [0.12, -0.43, 0.03], [-0.27, -0.05, -0.05], [0.16, 0.03, 0.04], [-0.05, 0.15, -0.05], [-0.01, -0.04, 0.02], [0.06, -0.02, 0.04], [-0.01, 0.04, -0.01], [-0.03, 0.05, -0.01], [-0.16, 0.10, -0.03], [0.09, 0.16, 0.03], [0.00, 0.06, 0.00], [0.03, 0.00, 0.00], [0.04, 0.08, 0.12], [-0.05, -0.18, -0.18], [0.43, 0.01, -0.13], [0.03, 0.18, 0.21], [-0.01, -0.11, -0.12], [-0.18, 0.09, 0.01], [0.10, 0.07, 0.01], [0.04, -0.08, -0.03], [-0.04, 0.00, 0.01], [-0.05, 0.01, 0.02], [-0.11, 0.11, 0.11], [-0.15, -0.07, -0.08], [-0.06, -0.01, 0.00]],
  "mulliken_charge": [-0.32, -1.98, 1.28, 0.74, -1.13, -0.44, -0.32, -0.68, 1.01, -0.30, -0.25, -0.28, -0.78, -0.25, 0.69, -0.47, 0.50, 0.84, -0.72, 1.31, -2.34, 0.19, -0.08, -0.80, -0.30, -0.41, 0.00, -0.45, 0.35, -1.22, 0.01, 0.77, -0.53, -0.58, -0.75, 0.34, -0.11, -0.87, 0.13, 0.03, 0.47, -0.71, -0.31, -1.02, 0.43, 0.32, 0.53, 0.39, 0.39, 0.36, 0.33, 0.17, 0.46, -0.56, 0.57, 0.46, 0.26, 0.16, 0.33, 0.38, 0.28, 0.36, 0.35, -0.13, -0.19, 0.31, 0.34, 0.21, 0.32, 0.38, 0.31, 0.14, 0.30, 0.32, 0.21, 0.28, 0.10, 0.34, 0.36, 0.35, 0.23, 0.39, 0.22, -0.41, -0.43, -0.36, 0.16, -0.35, -0.43, 1.03, -0.59, -0.59, 0.38, 0.37, 0.44, 0.44, 0.37, -0.42, -0.55, -0.19, 0.10, -0.38, -0.47, 1.04, -0.60, -0.61, 0.40, 0.39, 0.46, 0.46, 0.38],
  "e_homo_ev": -11.14,
  "charge": 1,
  "max_force_ev_per_a": 2.1,
  "multiplicity": 1,
  "e_lumo_ha": -0.1434
}

=====

Record 2
{
  "formula": "C16H18N5O7STl",
  "method": "the ωB97M-V functional and the def2-TZVPD basis",
  "species": ["Tl", "C", "C", "N", "N", "C", "N", "S", "C", "C", "C", "C", "C", "N", "H", "H", "H", "H", "H", "H", "H", "H", "H", "H", "O", "C", "O", "C", "C", "C", "C", "C", "O", "C", "C", "O", "O", "H", "H", "H", "H", "H", "H", "H", "H", "O", "N", "O"],
  "xyz": [[-1.1159, 0.1206, -0.2340], [3.1388, -3.2230, 0.9407], [1.9375, -2.3427, 1.1808], [0.7132, -2.6952, 1.0902], [0.4354, -3.9693, 0.7482], [-0.8386, -4.4529, 0.6945], [-0.8371, -5.7643, 0.3816], [-2.2352, -3.5875, 0.9917], [2.1981, -0.9233, 1.5683], [3.4635, -0.5284, 1.9934], [3.6787, 0.8010, 2.3340], [2.6347, 1.6955, 2.2405], [1.4015, 1.2193, 1.8076], [1.1891, -0.0494, 1.4797], [2.9072, -4.2400, 0.6360], [3.7400, -3.2986, 1.8489], [3.7715, -2.7816, 0.1682], [1.1702, -4.6471, 0.5346], [0.0559, -6.2019, 0.1334], [-1.7259, -6.1944, 0.2172], [4.2762, -1.2371, 2.0522], [4.6627, 1.1242, 2.6547], [2.7481, 2.7487, 2.4533], [0.5550, 1.8869, 1.7107], [1.1058, 3.7034, -0.0475], [0.3336, 3.0374, -0.7490], [0.4794, 1.8280, -1.1123], [-0.9299, 3.7701, -1.2546], [-1.6475, 3.0638, -2.4080], [-2.5832, 4.0497, -3.1281], [-3.7363, 4.1754, -2.0985], [-3.2389, 3.2360, -0.9867], [-2.5890, 2.2062, -1.7426], [-2.0908, 3.9133, -0.2148], [-1.9118, 3.2783, 1.1797], [-2.1322, 4.0066, 2.1542], [-1.6196, 2.0404, 1.2160], [-0.5972, 4.7658, -1.5547], [-0.9964, 2.4656, -3.0386], [-2.0927, 5.0002, -3.3430], [-2.9383, 3.6250, -4.0686], [-3.8826, 5.1935, -1.7359], [-4.6798, 3.8174, -2.5139], [-4.0116, 2.7953, -0.3602], [-2.3226, 4.9629, -0.0379], [3.6205, -7.3224, -0.6864], [2.6223, -6.6321, -0.8550], [1.8809, -6.4851, 0.1725]],
  "forces_ev_per_a": [[0.01, -0.01, -0.01], [0.02, -0.02, 0.02], [0.02, -0.02, -0.01], [-0.02, 0.07, 0.05], [0.01, -0.12, -0.05], [-0.01, -0.02, 0.05], [0.11, 0.16, -0.05], [0.01, -0.02, 0.00], [0.00, 0.01, -0.07], [0.01, 0.00, -0.01], [0.00, 0.01, -0.01], [-0.01, 0.01, -0.01], [-0.01, -0.04, 0.02], [-0.02, 0.03, 0.07], [-0.02, 0.03, -0.01], [-0.01, -0.01, 0.01], [0.01, 0.02, 0.01], [0.00, 0.04, 0.02], [-0.12, -0.19, -0.02], [-0.01, 0.00, 0.00], [0.00, -0.02, 0.00], [0.00, 0.00, 0.00], [0.01, 0.00, 0.00], [0.00, 0.01, 0.01], [0.02, 0.01, -0.02], [-0.07, -0.04, 0.06], [0.04, 0.04, -0.05], [0.00, 0.00, 0.00], [-0.01, 0.00, -0.01], [0.00, -0.01, 0.00], [0.00, 0.00, 0.00], [0.00, 0.00, 0.01], [0.00, 0.02, 0.00], [0.02, 0.00, 0.00], [0.01, -0.01, 0.00], [-0.02, 0.01, 0.00], [0.01, 0.00, 0.00], [0.01, 0.00, 0.00], [0.00, 0.00, 0.00], [0.00, 0.00, 0.00], [0.00, 0.00, 0.00], [0.00, 0.00, 0.00], [0.00, 0.00, 0.00], [0.00, 0.00, 0.00], [0.00, 0.01, -0.01], [0.03, -0.02, -0.01], [-0.08, 0.01, 0.03], [0.07, 0.06, 0.01]],
  "nbo_charge": [0.84, -0.69, 0.19, -0.16, -0.47, 0.30, -0.81, -0.32, 0.17, -0.27, -0.18, -0.25, 0.09, -0.44, 0.24, 0.22, 0.23, 0.41, 0.44, 0.40, 0.20, 0.20, 0.22, 0.25, -0.74, 0.80, -0.86, -0.35, 0.08, -0.43, -0.43, 0.08, -0.54, -0.33, 0.80, -0.73, -0.87, 0.21, 0.22, 0.20, 0.20, 0.20, 0.20, 0.21, 0.21, -0.51, 0.25, -0.67],
  "e_homo_ev": -2.96,
  "charge": -2,
  "max_force_ev_per_a": 0.2,
  "multiplicity": 1,
  "e_lumo_ha": 0.1663
}

=====

Record 3
{
  "formula": "C21H33N3O4S",
  "method": "the ωB97M-V functional and the def2-TZVPD basis",
  "species": ["C", "N", "C", "O", "C", "C", "C", "C", "O", "C", "C", "C", "N", "S", "O", "O", "N", "C", "C", "C", "C", "C", "C", "C", "C", "C", "C", "C", "C", "H", "H", "H", "H", "H", "H", "H", "H", "H", "H", "H", "H", "H", "H", "H", "H", "H", "H", "H", "H", "H", "H", "H", "H", "H", "H", "H", "H", "H", "H", "H", "H", "H"],
  "xyz": [[-4.1404, -1.3616, -0.7262], [-4.8162, -0.2375, -0.1256], [-4.1664, 0.8424, 0.3744], [-4.7415, 1.7294, 0.9821], [-2.6916, 0.9154, 0.1360], [-2.1637, 0.9875, -1.1506], [-0.8089, 1.1474, -1.3398], [0.0600, 1.2367, -0.2487], [1.3712, 1.3940, -0.5685], [2.3547, 1.4863, 0.4520], [2.7008, 0.1089, 1.0330], [3.3281, -0.7769, -0.0448], [4.4651, -0.1548, -0.6892], [5.8739, -0.2523, 0.1968], [5.6635, -0.0375, 1.5986], [6.8602, 0.5504, -0.4608], [6.1720, -1.8911, -0.0182], [7.0794, -2.4437, 0.9659], [6.5383, -2.1767, -1.3872], [4.1727, 1.1519, -1.2433], [3.6035, 2.1000, -0.1889], [-0.4673, 1.1774, 1.0376], [-1.8319, 1.0334, 1.2183], [-6.2656, -0.2930, 0.0097], [-6.7135, -1.2845, 1.0872], [-8.2271, -1.2027, 1.2629], [-8.9355, -1.4920, -0.0573], [-8.4699, -0.5205, -1.1380], [-6.9564, -0.6063, -1.3173], [-4.6191, -2.2874, -0.4077], [-3.0996, -1.3856, -0.4088], [-4.1715, -1.3123, -1.8185], [-2.8207, 0.9356, -2.0060], [-0.3901, 1.2145, -2.3318], [1.9977, 2.1536, 1.2494], [3.4164, 0.2412, 1.8441], [1.8047, -0.3793, 1.4192], [2.5899, -0.9968, -0.8228], [3.6872, -1.7108, 0.3883], [8.1201, -2.1628, 0.7689], [6.9903, -3.5302, 0.9598], [6.7826, -2.0555, 1.9366], [5.7923, -1.7146, -2.0282], [7.5241, -1.7691, -1.6353], [6.5387, -3.2555, -1.5380], [3.4491, 1.0176, -2.0520], [5.1083, 1.5396, -1.6457], [4.3527, 2.2642, 0.5867], [3.3469, 3.0535, -0.6513], [0.1660, 1.2555, 1.9069], [-2.2386, 1.0079, 2.2181], [-6.5570, 0.7129, 0.3327], [-6.4408, -2.3036, 0.8024], [-6.2111, -1.0464, 2.0265], [-8.4952, -0.2019, 1.6069], [-8.5498, -1.9167, 2.0234], [-10.0158, -1.4088, 0.0754], [-8.7158, -2.5156, -0.3709], [-8.7429, 0.4973, -0.8521], [-8.9668, -0.7484, -2.0833], [-6.6281, 0.1039, -2.0791], [-6.6925, -1.6124, -1.6502]],
  "forces_ev_per_a": [[0.13, -0.16, -0.14], [-0.11, -0.02, -0.02], [0.09, -0.01, 0.00], [-0.01, 0.22, 0.24], [0.18, 0.24, 0.09], [0.02, -0.01, 0.20], [0.20, 0.01, 0.05], [-0.29, -0.06, -0.13], [-0.08, 0.01, -0.21], [0.39, 0.13, 0.63], [-0.20, 0.13, -0.30], [-0.42, -0.33, 0.46], [1.01, -0.13, 0.38], [-0.27, -0.72, -0.43], [-0.02, -0.15, 0.15], [0.00, 0.12, -0.22], [-0.36, 0.97, 0.20], [0.14, 0.05, 0.39], [0.08, -0.04, -0.44], [0.19, 0.64, -0.13], [-0.37, -0.21, -0.19], [0.37, 0.05, 0.01], [-0.26, -0.07, -0.20], [-0.18, -0.03, 0.01], [-0.04, 0.34, 0.06], [0.04, -0.32, -0.10], [-0.11, 0.29, 0.10], [0.05, -0.32, -0.10], [-0.06, 0.30, 0.14], [0.02, -0.03, -0.02], [-0.10, -0.08, -0.05], [0.03, -0.10, 0.01], [-0.07, -0.04, -0.11], [0.05, 0.02, -0.12], [0.01, -0.09, -0.15], [-0.14, 0.01, 0.04], [0.01, 0.00, 0.05], [0.10, -0.07, 0.04], [-0.26, -0.08, -0.05], [0.02, -0.05, 0.01], [0.00, 0.04, -0.02], [0.13, -0.19, 0.11], [0.07, -0.15, -0.21], [0.01, -0.08, -0.03], [-0.03, 0.00, 0.01], [0.12, -0.04, 0.01], [-0.19, 0.10, -0.15], [-0.02, 0.10, 0.04], [0.02, 0.05, 0.05], [0.09, -0.01, 0.05], [-0.04, 0.03, 0.10], [0.00, -0.20, -0.07], [0.06, -0.07, 0.00], [0.07, -0.03, 0.00], [-0.04, 0.05, 0.07], [-0.03, 0.07, 0.06], [-0.03, -0.08, -0.02], [-0.03, -0.08, -0.02], [-0.04, 0.07, -0.03], [-0.03, 0.09, -0.01], [0.07, -0.03, -0.05], [0.05, -0.07, -0.08]],
  "nbo_charge": [-0.41, -0.43, 0.67, -0.63, -0.16, -0.17, -0.29, 0.40, -0.53, 0.10, -0.46, -0.23, -0.68, 2.44, -0.96, -0.95, -0.67, -0.43, -0.43, -0.23, -0.43, -0.33, -0.15, -0.05, -0.41, -0.39, -0.40, -0.39, -0.41, 0.20, 0.23, 0.19, 0.22, 0.22, 0.19, 0.24, 0.22, 0.21, 0.23, 0.19, 0.21, 0.24, 0.23, 0.19, 0.21, 0.21, 0.24, 0.22, 0.22, 0.22, 0.22, 0.24, 0.19, 0.22, 0.20, 0.21, 0.21, 0.19, 0.20, 0.21, 0.21, 0.19],
  "e_homo_ev": -8.57,
  "charge": 0,
  "max_force_ev_per_a": 1.1,
  "multiplicity": 1,
  "e_lumo_ha": 0.0242,
  "smiles": "CN(C(=O)c1ccc(OC2CCN(S(=O)(=O)N(C)C)CC2)cc1)C1CCCCC1"
}